1.
The following is a DFT calculation (wB97M-V/def2-TZVPD) of a cluster of 2 separate species, C4H10O3 in total in a non-equilibrium geometry.

Calculated values
LUMO energy	0.645	eV
energy above the lowest of the compared OMol25 structures with the same formula, charge and spin	55.8	kcal/mol
orbital gap	10.54	eV
structure (SMILES)	O=CCCCO.O
E_HOMO	-9.89	eV
E_tot	-384.06067	Ha

Last column: Löwdin charge in e.
Atoms and positions in Å:
O: 0.386 0.059 3.700  0.06
C: 0.951 0.387 2.696  -0.27
C: 0.198 0.912 1.422  -0.13
C: 0.205 -0.264 0.444  -0.21
C: 1.579 -0.764 0.038  -0.33
O: 1.738 -1.698 -1.009  -0.05
H: 2.037 0.616 2.717  0.12
H: 0.916 1.691 1.145  0.11
H: -0.893 1.084 1.511  0.13
H: -0.293 -1.146 0.873  0.12
H: -0.195 -0.224 -0.597  0.13
H: 2.295 0.082 -0.107  0.13
H: 2.107 -1.224 0.862  0.10
H: 1.872 -2.531 -0.560  0.08
O: -4.184 0.682 -4.600  -0.06
H: -4.915 1.291 -4.741  0.03
H: -3.803 1.048 -3.794  0.03

2.
The following is a DFT calculation (wB97M-V/def2-TZVPD) of a cluster of 2 separate species, C4H10O3S in total in a non-equilibrium geometry.

Calculated values
LUMO energy (alpha / beta)	0.961 / -2.700	eV
energy above the lowest of the compared OMol25 structures with the same formula, charge and spin	0.0	kcal/mol
orbital gap (alpha / beta)	7.86 / 6.30	eV
spin multiplicity	3
E_HOMO (alpha / beta)	-6.90 / -9.00	eV
E_tot	-782.08825	Ha
<S²>	2.006

Last column: Mulliken spin population.
Atoms and positions in Å:
C: 0.109 -0.076 -1.365  0.00
C: -0.468 2.371 -1.246  0.00
C: 0.886 -3.067 1.908  0.74
C: -0.945 0.952 -0.932  0.00
O: -1.141 -0.458 1.319  0.01
O: 0.852 0.890 1.196  0.01
O: 1.356 -2.039 1.487  0.96
S: -0.781 0.887 0.956  0.00
H: -0.040 -0.968 -0.669  0.00
H: 0.024 -0.260 -2.342  0.00
H: 1.065 0.327 -0.940  0.00
H: 0.564 2.243 -1.555  0.00
H: -0.666 3.052 -0.316  0.00
H: -1.181 2.760 -2.132  0.00
H: 1.434 -3.712 2.615  0.15
H: -0.122 -3.508 1.640  0.13
H: -2.036 0.657 -0.887  0.00
H: 1.088 -0.050 1.265  0.00

3.
The following is a DFT calculation (wB97M-V/def2-TZVPD) of the molecule C4H10O4 in a non-equilibrium geometry.

Calculated values
LUMO energy	0.721	eV
energy above the lowest of the compared OMol25 structures with the same formula, charge and spin	164.3	kcal/mol
orbital gap	10.87	eV
structure (SMILES)	CCOO[C@@H](C)OO
E_HOMO	-10.15	eV
E_tot	-459.12700	Ha

Last column: Löwdin charge in e.
Atoms and positions in Å:
C: 1.503 0.955 2.432  -0.11
C: 1.428 1.388 1.002  -0.25
O: 1.350 0.187 0.199  -0.11
O: -0.001 -0.535 0.282  -0.03
C: -0.604 -0.602 -0.976  -0.42
C: -0.991 -2.060 -1.359  -0.01
O: -1.834 0.132 -0.848  -0.08
O: -2.106 0.812 -2.182  -0.03
H: 0.543 0.540 2.852  0.10
H: 2.325 0.265 2.667  0.08
H: 1.767 1.851 2.976  0.06
H: 0.505 2.047 0.767  0.15
H: 2.434 1.884 0.737  0.15
H: 0.005 -0.146 -1.789  0.16
H: -1.822 -2.387 -0.769  0.06
H: -1.346 -2.113 -2.393  0.08
H: -0.137 -2.795 -1.119  0.11
H: -3.018 0.576 -2.481  0.11

4.
The following is a DFT calculation (wB97M-V/def2-TZVPD) of a structure of composition C4H10O6P2S in a non-equilibrium geometry.

Calculated values
LUMO energy	0.286	eV
energy above the lowest of the compared OMol25 structures with the same formula, charge and spin	41.5	kcal/mol
orbital gap	8.95	eV
E_HOMO	-8.66	eV
E_tot	-1690.73068	Ha

Last column: Löwdin charge in e.
Atoms and positions in Å:
C: 0.867 2.136 -0.218  -0.30
P: 1.682 0.536 0.139  0.95
C: 2.267 0.499 1.881  -0.29
C: 0.488 -0.857 -0.155  -0.48
O: 0.942 -1.503 -1.389  -0.23
S: -0.203 -1.581 -2.486  0.54
O: -0.246 -0.468 -3.336  -0.21
O: -0.110 -2.838 -3.079  -0.19
O: -1.391 -1.469 -1.430  -0.18
C: -0.914 -0.455 -0.502  -0.49
P: -1.936 -0.028 0.973  0.83
O: -3.356 0.383 0.334  -0.23
O: -2.283 -1.458 1.672  -0.24
H: 0.841 2.247 -1.293  0.04
H: -0.117 2.282 0.212  0.01
H: 1.526 2.907 0.161  0.04
H: 3.182 -0.074 1.891  0.02
H: 2.514 1.515 2.158  0.03
H: 1.591 0.050 2.598  0.03
H: 0.558 -1.647 0.584  0.12
H: -0.949 0.464 -1.084  0.10
H: -3.507 1.308 0.594  0.06
H: -1.446 -1.948 1.776  0.06

5.
The following is a DFT calculation (wB97M-V/def2-TZVPD) of a cluster of 2 separate species, C4H10OS in total in a non-equilibrium geometry.

Calculated values
LUMO energy	0.854	eV
energy above the lowest of the compared OMol25 structures with the same formula, charge and spin	35.1	kcal/mol
orbital gap	9.89	eV
structure (SMILES)	C=CO.CCS
E_HOMO	-9.04	eV
E_tot	-631.76876	Ha

Last column: Löwdin charge in e.
Atoms and positions in Å:
C: -0.564 0.968 -2.285  0.01
C: -1.855 0.816 -2.568  -0.31
O: -2.574 -0.243 -3.075  -0.02
H: -0.283 1.819 -1.688  0.05
H: 0.192 0.255 -2.599  0.06
H: -2.405 1.733 -2.336  0.10
H: -2.707 0.005 -4.008  0.11
C: -0.440 -0.175 2.317  -0.19
C: 0.960 -0.653 2.660  -0.62
S: 2.211 -0.399 1.322  0.65
H: -0.590 0.901 2.426  0.07
H: -0.633 -0.320 1.246  0.06
H: -1.184 -0.668 2.946  0.07
H: 1.008 -1.719 2.852  0.05
H: 1.214 -0.093 3.565  0.06
H: 1.989 0.936 1.264  -0.15

6.
The following is a DFT calculation (wB97M-V/def2-TZVPD) of the molecule C4H10OS in a non-equilibrium geometry.

Calculated values
LUMO energy	0.627	eV
energy above the lowest of the compared OMol25 structures with the same formula, charge and spin	55.6	kcal/mol
orbital gap	9.43	eV
structure (SMILES)	C[C@H](CO)CS
E_HOMO	-8.80	eV
E_tot	-631.73600	Ha

Last column: Löwdin charge in e.
Atoms and positions in Å:
C: -1.126 1.332 0.038  -0.04
C: -0.044 0.255 -0.465  -0.44
C: -0.683 -1.022 -0.695  -0.27
O: -0.871 -1.685 0.616  -0.17
C: 1.194 0.265 0.467  -0.56
S: 2.782 -0.422 -0.222  0.60
H: -1.974 1.371 -0.761  0.11
H: -1.608 1.014 0.906  0.04
H: -0.638 2.267 0.274  0.06
H: 0.291 0.569 -1.379  0.09
H: -1.672 -0.952 -1.182  0.13
H: 0.018 -1.728 -1.118  0.11
H: -1.540 -2.552 0.288  0.20
H: 0.831 -0.060 1.586  0.14
H: 1.696 1.269 0.582  0.04
H: 3.343 0.079 1.064  -0.05

7.
The following is a DFT calculation (wB97M-V/def2-TZVPD) of a cluster of 2 separate species, C4H10OS in total in a non-equilibrium geometry.

Calculated values
LUMO energy	0.776	eV
energy above the lowest of the compared OMol25 structures with the same formula, charge and spin	53.7	kcal/mol
orbital gap	9.90	eV
structure (SMILES)	C=CO.CCS
E_HOMO	-9.13	eV
E_tot	-631.73905	Ha

Last column: Löwdin charge in e.
Atoms and positions in Å:
C: 1.878 1.881 0.081  0.02
C: 1.088 2.925 -0.127  -0.27
O: 1.546 4.229 0.042  -0.06
H: 1.437 0.921 -0.141  0.01
H: 2.949 1.969 0.006  0.07
H: 0.083 2.784 -0.569  0.11
H: 0.948 4.857 0.561  0.13
C: -0.453 -0.814 -0.825  -0.20
C: -1.057 -2.181 -0.927  -0.46
S: -1.439 -2.881 0.888  0.60
H: -0.630 -0.396 0.104  0.03
H: -0.649 -0.167 -1.734  0.11
H: 0.556 -0.750 -0.642  0.01
H: -2.055 -2.133 -1.211  0.02
H: -0.563 -2.977 -1.420  0.05
H: -0.159 -2.696 1.291  -0.17

8.
The following is a DFT calculation (wB97M-V/def2-TZVPD) of a cluster of 2 separate species, C4H10OS in total in a non-equilibrium geometry.

Calculated values
LUMO energy	0.620	eV
energy above the lowest of the compared OMol25 structures with the same formula, charge and spin	39.7	kcal/mol
orbital gap	9.00	eV
structure (SMILES)	C=CO.CSC
E_HOMO	-8.38	eV
E_tot	-631.76148	Ha

Last column: Löwdin charge in e.
Atoms and positions in Å:
C: 1.407 4.157 2.457  0.00
C: 0.189 3.716 2.142  -0.29
O: -0.069 2.645 1.346  -0.01
H: 1.468 5.215 2.662  0.05
H: 2.219 3.450 2.558  0.06
H: -0.650 4.377 2.352  0.10
H: -0.929 2.733 0.926  0.10
C: -1.289 -1.300 -1.329  -0.42
S: -0.180 -2.585 -2.002  0.72
C: 0.350 -3.467 -0.503  -0.43
H: -1.355 -1.409 -0.253  0.02
H: -0.947 -0.311 -1.624  0.02
H: -2.273 -1.442 -1.771  0.02
H: 0.227 -4.535 -0.669  0.02
H: -0.198 -3.104 0.359  0.02
H: 1.419 -3.307 -0.367  0.02

9.
The following is a DFT calculation (wB97M-V/def2-TZVPD) of a structure of composition C4H10OSi in a non-equilibrium geometry.

Calculated values
LUMO energy	0.379	eV
energy above the lowest of the compared OMol25 structures with the same formula, charge and spin	73.1	kcal/mol
orbital gap	10.16	eV
E_HOMO	-9.78	eV
E_tot	-523.03294	Ha

Last column: Löwdin charge in e.
Atoms and positions in Å:
C: -1.569 0.706 -1.242  0.05
C: -0.237 0.517 -1.261  -0.14
C: 2.113 0.647 -0.353  -0.03
C: 0.580 0.490 -0.061  -0.21
O: 0.421 -1.025 0.856  -0.41
Si: -0.967 -1.418 1.640  0.47
H: -2.089 0.866 -2.082  0.01
H: -2.298 0.713 -0.415  0.08
H: 0.386 0.465 -2.178  0.12
H: 2.235 1.590 -0.827  0.07
H: 2.811 0.796 0.451  0.08
H: 2.535 -0.160 -0.785  0.04
H: 0.086 1.005 0.686  0.09
H: -0.356 -2.715 2.461  -0.03
H: -1.859 -1.844 0.608  -0.09
H: -1.791 -0.632 2.501  -0.10

10.
The following is a DFT calculation (wB97M-V/def2-TZVPD) of a cluster of 2 separate species, C4H10OSi in total in a non-equilibrium geometry.

Calculated values
LUMO energy (alpha / beta)	-0.958 / -2.155	eV
energy above the lowest of the compared OMol25 structures with the same formula, charge and spin	137.3	kcal/mol
orbital gap (alpha / beta)	6.66 / 4.00	eV
E_HOMO (alpha / beta)	-7.62 / -6.15	eV
E_tot	-522.93068	Ha

Last column: Löwdin charge in e.
Atoms and positions in Å:
C: 0.119 1.061 1.557  -0.62
C: -0.822 2.177 1.063  -0.03
C: 1.903 -1.530 -1.935  -0.31
C: 0.361 0.922 2.887  0.01
O: 0.519 0.259 0.665  -0.09
Si: 0.522 -0.340 -2.302  0.84
H: -1.382 2.071 0.240  0.01
H: -1.428 2.351 1.976  0.08
H: -0.033 3.037 0.901  0.12
H: 2.873 -0.967 -1.876  0.03
H: 1.736 -1.889 -0.870  0.05
H: 2.179 -2.318 -2.689  0.04
H: -0.042 1.548 3.654  0.02
H: 1.330 0.496 3.290  0.07
H: -0.689 -0.861 -1.908  -0.13
H: 0.228 0.822 -3.146  -0.10

11.
The following is a DFT calculation (wB97M-V/def2-TZVPD) of a cluster of 2 separate species, C4H10S in total in a non-equilibrium geometry.

Calculated values
LUMO energy	1.018	eV
energy above the lowest of the compared OMol25 structures with the same formula, charge and spin	33.0	kcal/mol
orbital gap	9.35	eV
structure (SMILES)	C=C.CSC
E_HOMO	-8.33	eV
E_tot	-556.52946	Ha

Last column: Löwdin charge in e.
Atoms and positions in Å:
C: -1.014 0.842 3.771  -0.07
C: -1.567 0.866 2.570  -0.09
H: -0.500 1.678 4.219  0.04
H: -1.174 -0.059 4.350  0.05
H: -1.456 1.602 1.791  0.04
H: -2.161 0.025 2.228  0.04
C: -0.549 -1.291 -1.624  -0.48
S: 0.930 -0.437 -2.016  0.75
C: 1.334 0.602 -0.633  -0.45
H: -0.536 -2.157 -2.286  0.02
H: -1.448 -0.759 -1.953  0.03
H: -0.687 -1.560 -0.580  0.04
H: 1.150 1.667 -0.839  0.03
H: 0.723 0.461 0.262  0.02
H: 2.385 0.550 -0.360  0.03

12.
The following is a DFT calculation (wB97M-V/def2-TZVPD) of the molecule C4H10S in a non-equilibrium geometry.

Calculated values
LUMO energy	1.105	eV
energy above the lowest of the compared OMol25 structures with the same formula, charge and spin	6.4	kcal/mol
orbital gap	9.62	eV
structure (SMILES)	CCCSC
E_HOMO	-8.52	eV
E_tot	-556.57173	Ha

Last column: Löwdin charge in e.
Atoms and positions in Å:
C: 0.738 -0.434 -2.558  -0.13
C: -0.185 -0.054 -1.397  -0.32
C: 0.713 0.455 -0.225  -0.51
S: -0.240 0.659 1.346  0.76
C: -0.847 -1.055 1.640  -0.40
H: 1.171 -1.417 -2.414  0.07
H: 0.091 -0.518 -3.438  0.07
H: 1.593 0.230 -2.686  0.07
H: -0.840 -0.892 -1.194  0.08
H: -0.766 0.817 -1.692  0.10
H: 1.165 1.369 -0.605  0.07
H: 1.583 -0.199 -0.104  0.07
H: -1.360 -1.399 0.749  0.01
H: -0.112 -1.739 2.035  0.03
H: -1.631 -0.903 2.376  0.02